# 1
Density functional theory data (wB97M-V/def2-TZVPD) for a single C5H6Cl2 molecule at a distorted geometry.

Structure (XYZ):
```
13
Properties=species:S:1:pos:R:3:mulliken_charge:R:1
C 0.68 1.12 -1.53 -0.682
C -0.21 0.71 -0.62 0.098
C -0.14 0.22 0.80 -0.245
C 0.85 -0.87 1.17 -1.125
C -1.46 -0.03 -0.34 0.390
Cl -1.70 -1.54 -1.12 -0.163
Cl -2.99 0.69 0.19 -0.180
H 0.43 1.08 -2.53 0.311
H 1.69 1.24 -1.20 0.278
H -0.31 0.99 1.56 0.378
H 1.33 -0.82 2.14 0.344
H 1.50 -0.97 0.26 0.304
H 0.33 -1.82 1.23 0.292
```

Values from the calculation:
energy: -1114.398300 hartree
gap between HOMO and LUMO: 9.929 eV
ΔE to the lowest compared entry with this formula, charge and spin: 166.4 kJ/mol
SMILES: C=C1[C@H](C)C1(Cl)Cl


# 2
Density functional theory data (wB97M-V/def2-TZVPD) for a single C5H6Cl3N3O2 molecule at a distorted geometry.

Structure (XYZ):
```
19
Properties=species:S:1:pos:R:3:mulliken_charge:R:1
N 1.47 1.60 -0.71 -0.462
C 0.72 0.72 0.02 0.464
Cl 1.15 1.14 2.07 -0.326
N 1.12 -0.55 -0.24 -0.271
C 0.52 -1.71 0.43 0.660
Cl 1.57 -2.33 1.79 -0.150
Cl 0.15 -2.95 -0.73 -0.124
C -0.79 -1.41 1.03 -0.935
C -1.42 -0.23 0.83 -0.626
C -0.80 0.88 -0.05 -0.127
N -1.36 0.65 -1.43 1.083
O -2.01 1.59 -1.86 -0.651
O -1.15 -0.41 -1.91 -0.531
H 1.01 2.38 -1.09 0.177
H 2.44 1.69 -0.69 0.199
H 2.11 -0.68 -0.49 0.284
H -1.20 -2.31 1.37 0.532
H -2.31 0.03 1.45 0.320
H -1.21 1.89 0.20 0.486
```

Values from the calculation:
energy: -1889.324770 hartree
gap between HOMO and LUMO: 9.668 eV
ΔE to the lowest compared entry with this formula, charge and spin: 95.9 kJ/mol
SMILES: N[C@]1(Cl)NC(Cl)(Cl)C=C[C@@H]1[N+](=O)[O-]


# 3
Density functional theory data (wB97M-V/def2-TZVPD) for a single C5H6ClFS molecule at a distorted geometry.

Structure (XYZ):
```
14
Properties=species:S:1:pos:R:3:mulliken_charge:R:1
C -1.82 -1.69 -0.50 -0.643
C -1.85 -1.13 0.71 -0.085
C -0.92 -0.07 1.30 -0.477
C -0.19 0.72 0.23 -0.039
S -1.02 1.69 -0.79 -0.135
C 1.29 0.53 0.13 0.056
F 1.85 0.45 1.31 -0.224
Cl 1.57 -1.02 -0.79 -0.176
H -2.65 -2.29 -0.80 0.282
H -0.95 -1.58 -1.18 0.115
H -2.55 -1.43 1.45 0.335
H -1.52 0.65 1.91 0.340
H -0.22 -0.49 1.99 0.295
H 1.77 1.27 -0.51 0.357
```

Values from the calculation:
energy: -1152.305363 hartree
gap between HOMO and LUMO: 8.285 eV
ΔE to the lowest compared entry with this formula, charge and spin: 120.9 kJ/mol
SMILES: C=CCC(=S)[C@@H](F)Cl


# 4
Density functional theory data (wB97M-V/def2-TZVPD) for a molecular structure, C5H6CuO4 at a distorted geometry.

Structure (XYZ):
```
16
Properties=species:S:1:pos:R:3:mulliken_charge:R:1
O 0.89 -2.26 0.10 -0.395
C -0.25 -2.75 0.22 0.011
C -1.27 -2.39 -0.83 0.222
O -0.89 -1.86 -1.86 -0.385
Cu 1.30 -1.44 -2.15 0.683
H -0.57 -3.22 1.16 0.370
H -2.33 -2.49 -0.57 0.370
C -1.06 2.97 0.29 -0.640
C -0.05 2.19 0.64 0.011
O 0.14 0.99 -0.06 -0.209
C 1.22 0.26 -0.03 0.194
O 2.19 0.81 0.62 -0.426
H -1.69 2.73 -0.57 0.255
H 0.67 2.40 1.43 0.318
H -1.20 3.92 0.80 0.264
H 2.89 0.16 0.81 0.359
```

Values from the calculation:
total charge: +1
energy: -2135.160254 hartree
gap between HOMO and LUMO: 7.517 eV
ΔE to the lowest compared entry with this formula, charge and spin: 68.1 kJ/mol


# 5
Density functional theory data (wB97M-V/def2-TZVPD) for a molecular structure, C5H6EuLiO4 at a distorted geometry.

Structure (XYZ):
```
17
Properties=species:S:1:pos:R:3:mulliken_spin:R:1
O 2.45 0.33 0.75 -0.022
C 1.29 0.50 1.05 -0.064
O 0.66 0.48 2.10 -0.027
O 0.44 0.63 -0.18 0.012
C -0.82 0.66 -0.07 0.004
C -1.74 0.26 -1.11 -0.003
Li 4.12 -0.07 1.46 0.041
H -1.22 0.88 0.93 0.002
H -1.28 0.32 -2.10 0.000
H -2.52 1.04 -1.07 0.000
Eu 0.56 -0.59 4.53 8.055
C -2.41 -1.22 -0.88 0.001
C -3.83 -1.24 -0.40 -0.001
O -4.13 -1.63 0.70 0.000
H -1.81 -1.86 -0.23 0.002
H -4.51 -0.53 -0.93 0.000
H -2.37 -1.73 -1.85 0.000
```

Values from the calculation:
total charge: +2
energy: -1212.311719 hartree
gap between HOMO and LUMO (alpha / beta): 4.259 / 7.571 eV
ΔE to the lowest compared entry with this formula, charge and spin: 160.9 kJ/mol
multiplicity: 9
expectation value of S²: 20.01


# 6
Density functional theory data (wB97M-V/def2-TZVPD) for a single C5H6F2 molecule at a distorted geometry.

Structure (XYZ):
```
13
Properties=species:S:1:pos:R:3:mulliken_charge:R:1
C 0.05 -2.03 -0.14 -0.416
C -0.65 -1.01 0.16 -0.281
C -0.75 0.39 0.69 0.098
C 0.08 1.40 -0.01 -1.278
C -2.03 -0.07 -0.08 0.573
F -3.12 -0.35 0.64 -0.274
F -2.37 0.45 -1.26 -0.264
H -0.41 -3.01 -0.57 0.225
H 1.17 -2.05 0.16 0.216
H -0.75 0.68 1.71 0.406
H 0.44 2.10 0.57 0.424
H -0.53 1.83 -0.85 0.295
H 0.88 0.86 -0.63 0.276
```

Values from the calculation:
energy: -393.717872 hartree
gap between HOMO and LUMO: 10.448 eV
ΔE to the lowest compared entry with this formula, charge and spin: 220.3 kJ/mol
SMILES: C=C1[C@@H](C)C1(F)F


# 7
Density functional theory data (wB97M-V/def2-TZVPD) for a single C5H6F4N2O molecule at a distorted geometry.

Structure (XYZ):
```
18
Properties=species:S:1:pos:R:3:mulliken_charge:R:1
H -0.88 0.09 -2.98 0.291
N -0.86 -0.79 -2.54 -0.613
C -0.55 -0.80 -1.34 0.417
O 0.14 0.18 -0.73 -0.420
C 0.32 0.24 0.74 0.297
C 1.77 0.55 1.10 -1.202
N -0.62 1.19 1.20 -0.397
C -0.91 2.32 0.76 0.081
F -0.18 3.00 -0.20 -0.236
C -0.78 -2.17 -0.66 0.747
F 0.37 -2.72 -0.19 -0.252
F -1.50 -1.99 0.47 -0.245
F -1.37 -3.08 -1.41 -0.238
H 0.21 -0.75 1.14 0.442
H 1.95 1.53 0.61 0.287
H 2.19 0.53 2.13 0.336
H 2.45 -0.26 0.78 0.334
H -1.72 2.93 1.12 0.370
```

Values from the calculation:
energy: -778.293401 hartree
gap between HOMO and LUMO: 11.197 eV
ΔE to the lowest compared entry with this formula, charge and spin: 163.8 kJ/mol
SMILES: [H]/N=C(\O[C@@H](C)/N=C\F)C(F)(F)F


# 8
Density functional theory data (wB97M-V/def2-TZVPD) for a molecular structure, C5H6FLiO3 at a distorted geometry.

Structure (XYZ):
```
16
Properties=species:S:1:pos:R:3:mulliken_spin:R:1
O 0.45 0.19 -1.56 -0.009
Li 0.47 -0.59 -4.92 0.000
O 0.90 -1.22 -3.25 0.004
C 0.93 -0.94 -2.07 0.007
O 1.51 -1.68 -1.16 0.006
C 1.40 -1.05 0.13 0.014
H 0.76 -1.67 0.77 0.001
H 2.40 -0.96 0.57 0.000
C 0.78 0.30 -0.21 0.433
F 1.65 1.31 -0.07 0.025
H -0.43 0.75 0.64 -0.079
C -1.66 1.29 1.49 0.607
C -2.28 0.79 2.55 -0.109
H -1.87 2.25 1.00 0.037
H -3.08 1.34 3.05 0.041
H -1.93 -0.11 3.05 0.021
```

Values from the calculation:
total charge: +1
energy: -526.912748 hartree
gap between HOMO and LUMO (alpha / beta): 7.758 / 8.660 eV
multiplicity: 2
expectation value of S²: 0.77


# 9
Density functional theory data (wB97M-V/def2-TZVPD) for a single C5H6FN molecule at a distorted geometry.

Structure (XYZ):
```
13
Properties=species:S:1:pos:R:3:mulliken_charge:R:1
C 1.85 1.02 -0.68 -1.289
C 1.21 -0.20 -0.28 0.487
C 0.88 -1.38 0.19 -0.238
N -0.24 -0.65 -0.44 -0.450
C -1.39 0.04 0.01 -0.116
C -2.24 -0.40 0.98 -0.179
F -3.31 0.39 1.05 -0.260
H 2.85 1.03 -0.42 0.359
H 1.39 1.84 -0.25 0.365
H 1.81 1.15 -1.71 0.359
H 0.97 -2.38 0.72 0.309
H -1.47 0.99 -0.47 0.356
H -2.33 -1.44 1.29 0.298
```

Values from the calculation:
energy: -348.550516 hartree
gap between HOMO and LUMO: 8.184 eV
ΔE to the lowest compared entry with this formula, charge and spin: 477.1 kJ/mol
SMILES: CC1=CN1/C=C/F


Question: What is the energy in the ninth record?
Answer: -348.550516 hartree